Entry from OMol25: a 2-piece molecular cluster, C18H24N3O6S overall in a non-equilibrium geometry (wB97M-V/def2-TZVPD).

XYZ file:
```
52
Properties=species:S:1:pos:R:3:forces:R:3
S 0.796 1.775 -1.762 1.607 -0.011 2.692
O -1.865 -3.777 3.317 -0.514 0.693 0.127
O -2.113 -1.516 3.162 0.536 -1.280 -0.208
O 3.789 -1.599 -0.514 -0.743 0.979 0.087
O -1.263 0.069 -0.282 -0.498 -0.194 -0.266
O -1.842 -1.037 -2.210 -0.745 -1.122 0.516
O 1.611 2.373 -2.844 0.034 0.539 -1.134
N 3.680 0.650 -0.233 -0.789 -0.671 0.388
N 0.037 -1.674 1.453 -2.297 -0.426 1.680
N -0.443 -2.731 1.974 0.819 0.423 -0.719
C 1.154 -1.888 0.700 1.950 1.140 -1.780
C 1.697 -0.724 0.157 -1.712 -1.386 1.644
C -0.086 0.481 -2.314 -2.594 -2.069 -0.318
C 1.695 -3.267 0.551 0.527 -0.308 0.386
C -0.667 4.123 -1.894 -0.060 -0.030 0.510
C -3.733 -2.523 -2.168 -0.166 0.138 0.082
C -1.542 -2.545 2.856 -0.206 1.341 -0.085
C -1.582 5.247 0.050 0.072 -0.064 -0.046
C 3.162 1.807 0.471 -0.278 0.390 -0.096
C -1.092 -0.149 -1.485 2.086 1.447 -0.785
C 5.039 0.788 -0.681 0.347 0.000 -0.154
C -0.592 3.051 0.283 0.242 0.164 -0.305
C -0.272 3.052 -1.084 -1.141 0.794 -0.343
C 3.096 -0.603 -0.218 2.238 -0.612 -1.045
C -3.044 -3.738 4.137 0.088 -0.057 -0.008
C -1.213 4.166 0.855 0.038 -0.196 -0.297
C -2.466 -2.121 -1.457 0.668 0.782 -0.384
C -1.329 5.214 -1.324 0.096 -0.134 0.036
H -3.888 -3.331 3.565 0.187 -0.108 0.170
H -4.503 -1.766 -1.996 -0.006 -0.072 -0.131
H 2.820 2.575 -0.237 0.080 -0.178 0.216
H -1.747 -2.952 -1.439 -0.086 0.099 0.127
H 3.961 2.246 1.082 -0.065 -0.184 0.024
H -0.353 2.181 0.894 0.036 0.187 -0.182
H -1.398 4.177 1.931 -0.058 0.020 -0.318
H -2.066 6.118 0.497 0.115 -0.222 -0.135
H -3.584 -2.635 -3.245 0.068 -0.007 0.135
H -4.084 -3.471 -1.757 -0.100 -0.046 -0.035
H -3.231 -4.772 4.425 -0.014 0.102 -0.004
H -2.665 -1.774 -0.437 0.116 -0.120 -0.150
H 0.055 0.118 -3.326 -0.040 0.471 0.009
H 2.328 1.536 1.125 0.196 0.101 -0.185
H -2.877 -3.109 5.019 -0.062 -0.153 -0.193
H 5.107 1.609 -1.405 -0.048 -0.109 0.060
H -0.441 4.094 -2.959 0.052 0.014 0.194
H 1.434 -3.836 1.452 0.156 -0.030 -0.389
H 5.691 1.036 0.169 0.018 -0.091 -0.096
H 2.775 -3.224 0.397 -0.247 -0.055 0.001
H 5.382 -0.142 -1.139 -0.132 0.202 0.094
H 1.043 0.144 0.165 0.223 -0.107 0.249
H -1.631 6.047 -1.959 0.044 -0.133 0.169
H 1.261 -3.771 -0.323 -0.040 0.154 0.191
```
Forces are in eV/Å.

Properties
* ΔE to the lowest compared entry with this formula, charge and spin: 120.33 kJ/mol
* E: -1714.1281 hartree
* molar mass: 410.472 g mol⁻¹
* HOMO level: -0.1223 hartree
* multiplicity: 1
* net charge: -1
* frontier orbital gap: 4.87 eV
* largest force on an atom: 3.33 eV/Å

Entry from OMol25: C6H46MgO17 as an isolated structure in a non-equilibrium geometry (wB97M-V/def2-TZVPD).

XYZ file:
```
70
Properties=species:S:1:pos:R:3:forces:R:3
Mg 0.062 -0.066 -0.246 -0.479 0.632 0.804
O -1.949 0.664 3.944 -0.149 0.698 0.417
O 2.934 -3.530 -0.064 -0.279 0.295 0.162
O 1.752 -0.910 0.148 0.447 -0.430 0.443
O -0.127 0.461 1.765 -0.210 -0.286 -0.832
O 1.110 1.615 -0.511 0.131 0.950 -0.020
O -3.670 0.713 -2.297 2.463 -0.905 -0.308
O -0.883 -3.658 2.339 0.008 2.290 0.369
O -1.493 3.243 0.691 0.019 -0.030 -0.146
O -0.264 1.693 -3.871 0.147 -0.347 0.244
O 0.360 -0.579 -2.102 -0.222 -0.332 -0.737
O 1.494 1.963 3.473 -0.064 -0.092 -0.483
O -5.222 -2.399 2.352 1.495 -0.578 -0.821
O -1.472 1.025 -0.914 0.539 0.436 0.325
O 4.002 0.865 -0.566 0.096 0.137 1.328
O 0.931 -3.199 -2.813 -0.209 0.145 0.213
O -1.245 -1.531 0.144 -0.081 -0.342 -0.360
O 4.485 1.558 -3.300 -0.818 -0.091 -0.653
C -3.916 -2.129 1.776 -0.402 1.431 0.958
C -1.675 1.919 4.575 0.498 0.762 0.137
C -4.423 1.776 -1.820 -1.958 0.230 -0.821
C 5.338 0.886 -0.044 1.209 -0.269 -0.316
C 3.508 2.505 -3.836 1.273 0.066 1.119
C -0.498 -4.724 1.545 0.080 -1.688 0.448
H 4.061 1.239 -1.448 0.225 -0.139 -0.724
H 0.424 -5.101 1.987 0.058 -0.629 -0.431
H -1.589 1.893 -0.528 0.140 0.563 0.599
H 5.465 0.591 0.997 -0.961 0.135 0.102
H 2.555 -0.446 0.387 0.543 0.497 -0.222
H 1.283 2.805 3.070 0.178 0.413 -0.004
H -1.390 -2.066 0.925 0.183 -0.342 0.904
H -2.765 0.341 4.334 -0.060 -0.335 -0.049
H -0.447 2.632 -3.890 -0.191 0.247 0.003
H -5.414 1.421 -2.104 -0.722 1.038 1.139
H -5.830 -1.751 1.990 -0.076 0.007 -0.037
H 5.984 0.179 -0.565 -0.208 -0.233 -0.355
H -3.770 -2.178 0.697 -0.736 -0.544 -0.227
H 2.027 1.869 -0.408 0.845 -0.362 0.160
H 0.690 2.383 -0.899 -0.356 0.157 -0.230
H 0.184 1.518 -4.698 0.107 0.005 -0.389
H -1.098 1.865 5.498 0.214 -0.659 0.003
H -1.327 -5.416 1.690 0.432 -0.825 -0.828
H -3.704 -1.087 2.017 0.228 0.392 -0.090
H 3.525 2.665 -4.914 0.056 -0.499 0.005
H -4.171 -0.039 -2.623 -0.281 0.362 0.151
H 3.825 3.435 -3.363 -0.701 0.417 -0.165
H 0.519 -1.482 -2.376 0.563 -0.889 -0.138
H -0.482 -3.847 3.190 -0.270 0.541 0.241
H -4.283 2.715 -2.355 0.446 -0.149 -0.382
H -0.858 3.673 1.263 0.199 0.086 0.098
H -3.087 -2.652 2.253 -0.649 -0.675 0.242
H 0.447 1.027 2.281 0.599 0.104 0.535
H 2.460 -4.360 -0.118 -0.104 -0.326 0.140
H -4.233 2.007 -0.772 -0.355 -0.497 0.209
H -0.903 0.343 2.312 -0.649 -0.054 0.543
H 1.751 -3.686 -2.891 0.308 0.007 -0.096
H 5.861 1.835 -0.162 -0.469 0.339 0.000
H -0.296 -4.511 0.495 -0.317 0.437 -0.004
H -1.431 -2.119 -0.587 -0.177 -0.153 -0.339
H 1.947 -1.831 0.319 0.189 -0.853 -0.062
H -2.319 3.693 0.868 -0.336 0.209 0.034
H 0.251 -3.837 -3.032 -0.264 -0.207 -0.198
H -2.324 0.815 -1.297 -0.743 -0.736 -0.898
H -1.085 2.527 3.891 -0.074 -0.126 -0.141
H 5.272 1.557 -3.849 0.089 0.042 -0.014
H 0.056 -0.138 -2.895 -0.310 0.803 -0.156
H 1.606 2.163 4.402 0.067 -0.109 0.386
H 2.537 2.168 -3.473 -0.004 0.138 -0.194
H 3.463 -3.503 -0.861 0.343 0.100 -0.155
H -2.528 2.529 4.874 -0.529 -0.379 -0.437
```
Forces are in eV/Å.

Properties
* E: -1734.9500 hartree
* molar mass: 414.722 g mol⁻¹
* HOMO level: -0.5353 hartree
* multiplicity: 1
* net charge: +2
* frontier orbital gap: 9.74 eV
* largest force on an atom: 2.64 eV/Å

Entry from OMol25: one molecule with the formula C22H34N2O4 (wB97M-V/def2-TZVPD).

XYZ file:
```
62
Properties=species:S:1:pos:R:3:forces:R:3
O -1.845 1.339 -0.276 0.038 0.280 -0.006
O 0.531 -2.921 -0.077 -0.129 0.333 -0.013
O 2.966 2.053 -0.064 0.149 -0.190 0.010
O 7.252 0.639 0.153 0.076 0.163 -0.001
N -0.999 -0.776 -0.190 0.219 -0.503 0.011
N 4.578 -0.264 0.056 -0.128 0.226 -0.013
C 3.153 -0.300 -0.008 -0.072 0.140 -0.005
C 1.194 -1.716 -0.070 -0.099 0.193 -0.009
C -7.219 1.765 0.191 -0.083 0.089 -0.045
C 2.341 0.842 -0.068 0.101 -0.440 0.013
C 2.184 3.231 -0.120 -0.105 0.363 -0.012
C -5.880 -0.128 -0.505 0.058 -0.020 -0.123
C 1.295 -4.108 -0.021 0.064 -0.403 0.011
C -6.917 0.915 1.439 -0.015 0.025 0.128
C 3.139 4.414 -0.096 -0.181 -0.416 -0.001
C 6.612 0.122 1.297 -0.264 -0.017 0.314
C -2.006 0.138 -0.257 -0.245 -0.456 0.011
C 0.382 -0.571 -0.130 0.272 -0.120 0.022
C 6.715 0.067 -1.017 -0.235 -0.032 -0.334
C 5.210 0.313 -1.121 0.452 -0.013 -0.106
C 5.104 0.371 1.256 0.443 -0.008 0.147
C -6.947 0.850 -1.005 0.047 -0.045 -0.013
C -4.483 0.497 -0.534 -0.020 -0.308 -0.028
C 2.566 -1.558 -0.010 -0.307 -0.043 -0.013
C 0.961 0.689 -0.128 0.027 0.281 -0.004
C -3.375 -0.525 -0.296 -0.204 0.496 0.001
C 0.327 -5.281 -0.046 0.198 0.414 0.002
C -6.362 -0.420 0.919 0.037 -0.085 -0.046
H 4.916 1.455 1.261 0.008 -0.104 0.052
H -3.528 -1.038 0.657 0.023 -0.090 -0.011
H 6.904 -1.018 -1.019 -0.009 0.077 -0.035
H -4.406 1.280 0.219 0.030 0.129 -0.012
H -3.383 -1.281 -1.086 0.007 -0.063 0.041
H 0.305 1.540 -0.176 -0.009 0.046 0.000
H 4.627 -0.080 2.128 0.042 0.040 0.020
H 5.025 1.395 -1.196 0.011 -0.104 -0.046
H -7.156 -1.167 0.883 0.014 -0.056 0.029
H -1.244 -1.757 -0.179 -0.136 0.180 -0.017
H -7.850 0.295 -1.264 -0.033 -0.015 -0.048
H 7.065 0.624 2.154 -0.052 -0.072 -0.004
H -6.625 1.405 -1.885 -0.023 -0.016 -0.109
H 6.797 -0.961 1.367 -0.012 0.079 0.031
H -6.559 2.632 0.154 -0.029 0.064 0.008
H -8.245 2.131 0.187 0.018 0.095 -0.005
H 2.576 5.342 -0.140 -0.042 0.112 -0.004
H 1.503 3.272 0.741 0.015 -0.049 -0.122
H -7.812 0.754 2.039 0.033 0.028 0.072
H -4.314 0.964 -1.506 0.003 0.095 0.030
H 4.812 -0.181 -2.010 0.044 0.040 -0.017
H 0.880 -6.215 -0.003 0.035 -0.117 0.004
H 3.814 4.366 -0.946 0.063 0.038 -0.078
H 7.244 0.529 -1.853 -0.052 -0.073 0.003
H 1.586 3.242 -1.041 0.004 -0.045 0.125
H -6.185 1.414 2.073 -0.036 0.017 0.066
H 1.892 -4.127 0.901 -0.016 0.056 -0.125
H -0.346 -5.228 0.806 -0.060 -0.040 0.082
H 1.975 -4.158 -0.882 -0.027 0.060 0.121
H -0.263 -5.259 -0.958 -0.052 -0.043 -0.086
H -5.868 -1.037 -1.114 -0.009 -0.004 -0.005
H -5.571 -0.806 1.560 0.021 -0.118 0.056
H 3.229 -2.406 0.038 0.076 -0.090 0.006
H 3.729 4.399 0.816 0.056 0.040 0.081
```
Forces are in eV/Å.

Properties
* ΔE to the lowest compared entry with this formula, charge and spin: 254.70 kJ/mol
* E: -1269.1749 hartree
* molar mass: 390.524 g mol⁻¹
* HOMO level: -0.2824 hartree
* multiplicity: 1
* frontier orbital gap: 8.37 eV
* largest force on an atom: 0.55 eV/Å